C47H37Cl20F5O4 | ωB97M-V with the def2-TZVPD basis set

Cartesian coordinates (Å):
Cl1 -1.3909 -0.6941 -0.7829
C1 0.0319 0.3759 -0.6381
Cl2 -0.3016 1.8711 -1.6176
Cl3 0.3577 0.7242 1.0848
Cl4 1.5722 -0.3800 -1.2978
Cl5 -0.5871 -5.6879 -5.0223
C2 -0.3138 -4.2752 -4.0661
Cl6 1.1854 -3.5893 -4.6982
Cl7 -1.6361 -2.9696 -4.0067
Cl8 0.0137 -4.8926 -2.3390
Cl9 2.4095 -0.4439 -4.8800
C3 4.0618 -0.4408 -4.2117
Cl10 4.3767 -2.0023 -3.3504
Cl11 5.2426 -0.2885 -5.5729
Cl12 4.2922 0.8998 -3.2562
Cl13 5.5927 -7.0551 -1.5245
C4 4.3653 -5.9946 -2.2269
Cl14 5.0031 -5.3038 -3.6595
Cl15 3.0535 -7.0374 -2.5963
Cl16 3.9132 -4.6957 -1.0435
Cl17 -3.7554 1.0910 -4.1788
C5 -2.4097 1.9201 -5.1548
Cl18 -2.8136 2.0268 -6.8728
Cl19 -2.1534 3.4811 -4.3672
Cl20 -0.9352 0.9529 -4.8544
O1 -0.4003 6.7562 -3.7928
C6 -0.4581 6.2812 -2.5137
C7 0.6895 5.9613 -1.7788
C8 0.5612 5.6746 -0.4135
C9 -0.7203 5.6810 0.1161
O2 -0.8109 5.3456 1.4365
C10 -1.8661 5.9561 -0.6211
C11 -1.7150 6.2768 -1.9599
H1 0.4946 6.7029 -4.1363
H2 1.7185 5.9651 -2.1068
H3 1.4692 5.4803 0.1379
H4 0.0437 4.9687 1.6584
H5 -2.8663 5.8275 -0.2344
H6 -2.6140 6.4238 -2.5400
O3 1.3811 4.3524 2.5339
C12 2.7071 4.1144 2.4937
C13 3.2146 3.7236 1.3091
C14 4.6111 3.5596 1.0988
C15 5.3714 3.7799 2.2528
O4 6.7174 3.6943 2.1200
C16 4.8675 4.1987 3.4509
C17 3.5302 4.3821 3.6004
H7 1.0703 4.6617 3.3879
H8 2.5986 3.5184 0.4461
H9 5.1097 3.1882 0.2157
H10 6.9670 3.3469 1.2606
H11 5.5077 4.2311 4.3201
H12 3.2080 4.6778 4.5879
F1 -5.4784 4.8065 3.1629
C18 -4.9671 3.8980 2.2626
C19 -5.8242 3.3781 1.3111
C20 -5.3364 2.6003 0.2628
C21 -4.0051 2.3721 0.0948
C22 -3.1395 2.8575 1.0797
C23 -3.6135 3.6706 2.1049
H13 -6.8669 3.6319 1.4326
H14 -5.9985 2.3641 -0.5571
H15 -3.6538 1.7406 -0.7078
H16 -2.0939 2.6417 0.9170
H17 -2.9151 4.1693 2.7606
F2 -4.4945 -7.4958 -4.4970
C24 -4.3039 -6.9165 -3.2828
C25 -3.9798 -5.5792 -3.2502
C26 -3.6904 -5.0022 -2.0722
C27 -3.7033 -5.7180 -0.8902
C28 -4.0594 -7.0026 -0.8553
C29 -4.3311 -7.6624 -2.0430
H18 -4.0180 -5.0805 -4.2074
H19 -3.4649 -3.9472 -2.0203
H20 -3.5249 -5.1797 0.0290
H21 -4.2012 -7.6135 0.0239
H22 -4.3831 -8.7398 -2.0969
F3 -3.6241 -2.9839 0.2344
C30 -4.0431 -2.4722 1.4171
C31 -4.4687 -3.2604 2.4353
C32 -4.6280 -2.8131 3.7400
C33 -4.4638 -1.4729 4.0090
C34 -4.0793 -0.5969 2.9655
C35 -3.8912 -1.1196 1.6920
H23 -4.6311 -4.3204 2.3071
H24 -4.8696 -3.4692 4.5631
H25 -4.5597 -1.2398 5.0592
H26 -4.0777 0.4602 3.1865
H27 -3.6123 -0.3826 0.9534
F4 3.1151 -2.6213 1.8544
C36 1.8679 -2.5790 2.1736
C37 0.9800 -3.4391 1.5162
C38 -0.3267 -3.4107 1.8991
C39 -0.8151 -2.5735 2.9762
C40 0.0682 -1.7749 3.6136
C41 1.4670 -1.8498 3.2575
H28 1.2788 -4.0341 0.6658
H29 -1.0476 -4.0690 1.4372
H30 -1.8639 -2.5845 3.2336
H31 -0.2490 -1.0406 4.3393
H32 2.2693 -1.3605 3.7898
F5 6.7044 -1.5056 -1.0492
C42 6.1259 -0.7910 -0.0928
C43 4.7347 -0.6137 -0.0776
C44 4.1687 -0.0893 1.0505
C45 4.9702 0.2438 2.1848
C46 6.3641 0.1210 2.1649
C47 6.8867 -0.3432 1.0010
H33 4.1747 -0.9347 -0.9434
H34 3.0978 -0.0505 1.1846
H35 4.4944 0.6130 3.0813
H36 7.0137 0.3487 2.9971
H37 7.9541 -0.5059 1.0220

Calculated values
Strongest force on any atom: 3.55 eV Å⁻¹
M: 1469.86 g/mol
E: -321560.9262 eV
Frontier orbital gap: 7.68 eV
SMILES: ClC(Cl)(Cl)Cl.ClC(Cl)(Cl)Cl.ClC(Cl)(Cl)Cl.ClC(Cl)(Cl)Cl.ClC(Cl)(Cl)Cl.Oc1ccc(O)cc1.Oc1ccc(O)cc1.Fc1ccccc1.Fc1ccccc1.Fc1ccccc1.Fc1ccccc1.Fc1ccccc1

Here are the Löwdin charges for atoms 1 to 99, given in e:
1 Cl 0.56
2 C -1.86
3 Cl 0.49
4 Cl 0.57
5 Cl 0.52
6 Cl 0.57
7 C -1.90
8 Cl 0.49
9 Cl 0.50
10 Cl 0.44
11 Cl 0.48
12 C -2.03
13 Cl 0.50
14 Cl 0.50
15 Cl 0.62
16 Cl 0.52
17 C -2.09
18 Cl 0.55
19 Cl 0.55
20 Cl 0.50
21 Cl 0.44
22 C -1.95
23 Cl 0.56
24 Cl 0.53
25 Cl 0.46
26 O 0.03
27 C -0.35
28 C -0.01
29 C -0.02
30 C -0.32
31 O 0.02
32 C 0.00
33 C -0.03
34 H 0.10
35 H 0.11
36 H 0.10
37 H 0.03
38 H 0.12
39 H 0.12
40 O 0.02
41 C -0.33
42 C -0.02
43 C 0.02
44 C -0.35
45 O 0.04
46 C -0.03
47 C 0.00
48 H 0.13
49 H 0.11
50 H 0.12
51 H 0.10
52 H 0.13
53 H 0.12
54 F 0.04
55 C -0.26
56 C -0.02
57 C -0.09
58 C -0.11
59 C -0.08
60 C -0.02
61 H 0.12
62 H 0.11
63 H 0.08
64 H 0.07
65 H 0.11
66 F 0.04
67 C -0.24
68 C -0.06
69 C -0.12
70 C -0.11
71 C -0.11
72 C 0.00
73 H 0.11
74 H 0.07
75 H 0.08
76 H 0.11
77 H 0.11
78 F 0.03
79 C -0.28
80 C -0.04
81 C -0.09
82 C -0.09
83 C -0.05
84 C -0.03
85 H 0.12
86 H 0.11
87 H 0.10
88 H 0.10
89 H 0.07
90 F 0.10
91 C -0.36
92 C -0.01
93 C -0.06
94 C -0.08
95 C -0.09
96 C -0.02
97 H 0.09
98 H 0.10
99 H 0.08

C47H37Cl2F6I2N4O8P2PbS4SbSe2 | ωB97M-V with the def2-TZVPD basis set

Cartesian coordinates (Å):
Pb1 1.7802 3.9940 -0.1322
Cl1 -4.5790 -1.2042 2.9588
C1 -3.8704 -2.4516 1.9369
Cl2 -3.7231 -4.0513 2.6005
H1 -2.9166 -2.0295 1.6392
H2 -4.5666 -2.5198 1.1357
F1 0.0367 5.7002 -6.3638
C2 0.3776 6.5672 -5.3677
F2 1.6959 6.6597 -5.1568
F3 -0.0416 7.7921 -5.7696
S1 -0.6073 6.0526 -3.8515
O1 0.0855 6.6366 -2.6926
O2 -1.9054 6.6149 -4.2226
N1 -0.6054 4.4641 -3.9964
S2 0.5892 3.4919 -3.9512
O3 1.0948 3.4092 -5.2719
O4 1.5210 3.6219 -2.8574
C3 -0.1958 1.8519 -3.5013
F4 -0.8957 1.3005 -4.4784
F5 -0.9934 2.0109 -2.4235
F6 0.8527 1.0102 -3.1756
Se1 3.9808 -2.8825 -0.0902
P1 4.3833 -0.9862 0.7358
C4 5.3563 -1.0174 2.3431
C5 5.8855 -2.2365 2.7785
C6 6.7052 -2.3358 3.8713
C7 7.0570 -1.1676 4.4999
C8 6.6242 0.0741 4.0264
C9 5.7309 0.1470 3.0174
C10 5.5559 0.0128 -0.2367
C11 5.3278 1.3743 -0.4712
C12 6.3259 2.0837 -1.1821
C13 7.4895 1.5225 -1.6576
C14 7.7595 0.1972 -1.2580
C15 6.7712 -0.5439 -0.6381
C16 2.8156 -0.1221 0.9894
C17 1.6988 -0.1077 1.8907
N2 0.8072 0.7972 1.3859
N3 1.3569 1.3125 0.2528
N4 2.5691 0.7946 0.0652
P2 1.3321 -0.8039 3.5632
Se2 -0.3547 -0.0710 4.6417
C18 2.9222 -0.1562 4.3050
C19 3.6653 -0.9501 5.2087
C20 4.5238 -0.3206 6.1409
C21 4.5954 1.0625 6.1256
C22 4.0439 1.8628 5.1454
C23 3.1238 1.2423 4.2690
C24 1.3139 -2.5516 3.6301
C25 2.0322 -3.3455 2.7478
C26 2.1174 -4.7037 2.9251
C27 1.3600 -5.3274 3.9291
C28 0.6434 -4.5182 4.7799
C29 0.6132 -3.1400 4.6610
H3 5.5956 -3.1431 2.2013
H4 7.1058 -3.3063 4.2436
H5 7.6593 -1.1215 5.3953
H6 6.9162 0.9318 4.6854
H7 5.2732 1.0368 2.6690
H8 4.3910 1.7674 -0.1031
H9 6.0505 3.1815 -1.3327
H10 8.2416 2.1113 -2.2466
H11 8.7093 -0.3041 -1.4317
H12 7.0480 -1.5553 -0.3154
H13 3.4700 -2.0369 5.1970
H14 5.0724 -0.8973 6.8258
H15 5.2588 1.4849 6.8964
H16 4.2421 2.9178 4.9916
H17 2.4516 1.7542 3.6016
H18 2.4982 -2.9339 1.9464
H19 2.6149 -5.2972 2.1472
H20 1.2720 -6.4144 4.0658
H21 0.0677 -4.9344 5.6616
H22 0.0898 -2.6268 5.4395
I1 -5.2825 -7.1544 -3.3033
I2 -3.5651 -9.8680 -3.2563
O5 4.5021 3.8824 2.2844
S3 4.0646 4.9733 1.3879
O6 3.9931 4.2869 -0.0521
O7 4.8428 6.1788 1.3205
O8 2.5512 5.2124 1.5153
S4 -2.7540 -1.2370 -1.6706
Sb1 -4.9409 -0.8201 -2.1235
C30 -6.4070 -1.5121 -0.7371
C31 -6.6406 -2.8587 -0.7281
C32 -7.6539 -3.3291 0.0632
C33 -8.4858 -2.4803 0.7824
C34 -8.2343 -1.1464 0.7473
C35 -7.2164 -0.6068 -0.0592
C36 -5.4157 -1.8168 -3.9061
C37 -5.1061 -3.1285 -4.0043
C38 -5.3838 -3.8680 -5.1793
C39 -5.8622 -3.1140 -6.2359
C40 -6.1720 -1.7964 -6.1798
C41 -5.8806 -1.0699 -5.0399
C42 -5.3928 1.2242 -2.3743
C43 -6.6198 1.7718 -2.5270
C44 -6.7441 3.1559 -2.7577
C45 -5.6237 3.8863 -2.9374
C46 -4.3000 3.3555 -2.7480
C47 -4.2569 2.0314 -2.4931
H23 -6.0694 -3.5707 -1.2825
H24 -7.9533 -4.3430 0.0432
H25 -9.2245 -2.8917 1.4857
H26 -8.8670 -0.4088 1.3037
H27 -7.0247 0.4583 -0.0382
H28 -4.6757 -3.5933 -3.1104
H29 -5.1128 -4.8544 -5.2962
H30 -6.0433 -3.6516 -7.1671
H31 -6.6516 -1.3351 -7.0085
H32 -6.0540 -0.0253 -4.8795
H33 -7.5660 1.2990 -2.3433
H34 -7.7016 3.5777 -2.8190
H35 -5.7084 4.8905 -3.2306
H36 -3.4353 3.9571 -2.9979
H37 -3.2218 1.6072 -2.4391

Calculated values
Strongest force on any atom: 3.75 eV Å⁻¹
Total charge: -2
M: 1901.63 g/mol
E: -333627.2988 eV
Energy above the lowest of the compared OMol25 structures with the same formula, charge and spin: 2.962 eV
Frontier orbital gap: 2.32 eV

Here are the Löwdin charges for atoms 1 to 99, given in e:
1 Pb 1.53
2 Cl 0.50
3 C -1.07
4 Cl 0.52
5 H 0.02
6 H -0.04
7 F 0.09
8 C -0.62
9 F 0.13
10 F 0.09
11 S 0.63
12 O -0.32
13 O -0.33
14 N -0.32
15 S 0.54
16 O -0.27
17 O -0.44
18 C -0.61
19 F 0.14
20 F 0.09
21 F 0.09
22 Se 0.30
23 P 0.58
24 C -0.30
25 C -0.13
26 C -0.11
27 C -0.12
28 C -0.10
29 C -0.09
30 C -0.34
31 C -0.06
32 C -0.07
33 C -0.10
34 C -0.10
35 C -0.12
36 C -0.43
37 C -0.39
38 N 0.00
39 N -0.17
40 N -0.05
41 P 0.56
42 Se 0.24
43 C -0.33
44 C -0.07
45 C -0.10
46 C -0.13
47 C -0.06
48 C -0.08
49 C -0.39
50 C -0.10
51 C -0.07
52 C -0.09
53 C -0.11
54 C -0.15
55 H 0.06
56 H 0.11
57 H 0.10
58 H 0.13
59 H 0.10
60 H 0.05
61 H 0.12
62 H 0.11
63 H 0.09
64 H 0.10
65 H 0.11
66 H 0.08
67 H 0.11
68 H 0.11
69 H 0.10
70 H -0.05
71 H 0.11
72 H 0.10
73 H 0.12
74 H 0.04
75 I 0.10
76 I 0.00
77 O -0.37
78 S 0.32
79 O -0.58
80 O -0.32
81 O -0.60
82 S -0.02
83 Sb 1.21
84 C -0.35
85 C -0.14
86 C -0.08
87 C -0.09
88 C -0.10
89 C -0.11
90 C -0.36
91 C -0.16
92 C -0.08
93 C -0.11
94 C -0.10
95 C -0.07
96 C -0.36
97 C -0.14
98 C -0.09
99 C -0.06